No. 1
Entry from the Open Molecules 2025 dataset: C28H23LuN4 as an isolated structure (ωB97M-V/def2-TZVPD).

E in eV: -68980.659
Orbital gap in eV: 7.3665
HOMO level in eV: -13.92
ΔE to the lowest compared entry with this formula, charge and spin in kJ/mol: 12.05
Net charge: +2

Each line ends with the Löwdin charge.
Positions of all 56 atoms, in Å:
Lu (0.42, -0.61, -0.17)  1.74
C (3.27, 0.65, -1.63)  -0.02
C (3.48, 0.76, -0.15)  -0.29
C (4.60, 1.38, 0.38)  0.02
C (4.74, 1.47, 1.75)  0.01
C (3.75, 0.95, 2.57)  0.02
C (2.66, 0.34, 2.00)  -0.19
N (2.53, 0.25, 0.65)  0.02
C (1.54, -0.20, 2.82)  -0.18
C (1.50, -0.05, 4.19)  0.03
C (0.42, -0.56, 4.89)  0.02
C (-0.61, -1.18, 4.20)  0.03
C (-0.53, -1.28, 2.83)  -0.19
N (0.54, -0.81, 2.16)  0.02
C (-1.62, -1.88, 2.01)  -0.19
C (-2.77, -2.37, 2.59)  0.02
C (-3.77, -2.90, 1.78)  0.01
C (-3.59, -2.91, 0.41)  0.02
C (-2.42, -2.40, -0.12)  -0.29
C (-2.19, -2.38, -1.60)  -0.01
N (-1.45, -1.90, 0.67)  0.03
H (4.13, 1.01, -2.18)  0.10
H (2.40, 1.23, -1.93)  0.08
H (3.11, -0.40, -1.92)  0.08
H (5.35, 1.78, -0.29)  0.13
H (5.61, 1.95, 2.18)  0.13
H (3.86, 1.02, 3.64)  0.12
H (2.29, 0.45, 4.73)  0.12
H (0.37, -0.47, 5.97)  0.14
H (-1.46, -1.56, 4.75)  0.12
H (-2.91, -2.37, 3.66)  0.12
H (-4.68, -3.29, 2.22)  0.13
H (-4.35, -3.31, -0.25)  0.13
H (-2.89, -3.03, -2.11)  0.10
H (-1.18, -2.73, -1.85)  0.07
H (-2.32, -1.37, -1.99)  0.09
C (0.54, -0.78, -4.79)  -0.03
C (-0.16, 0.37, -5.14)  0.00
C (-0.69, 1.17, -4.14)  0.02
C (-0.52, 0.83, -2.80)  -0.23
N (0.17, -0.28, -2.48)  -0.08
C (0.68, -1.06, -3.46)  -0.15
C (-1.08, 1.64, -1.68)  -0.22
C (-1.91, 2.73, -1.93)  -0.02
C (-2.44, 3.47, -0.88)  -0.05
C (-2.13, 3.12, 0.43)  -0.06
C (-1.30, 2.04, 0.68)  -0.13
C (-0.76, 1.28, -0.36)  -0.24
H (0.96, -1.43, -5.54)  0.12
H (-0.29, 0.65, -6.18)  0.13
H (-1.22, 2.07, -4.41)  0.12
H (1.22, -1.94, -3.15)  0.12
H (-2.18, 3.02, -2.94)  0.11
H (-3.08, 4.31, -1.08)  0.12
H (-2.55, 3.70, 1.26)  0.11
H (-1.08, 1.79, 1.71)  0.08

No. 2
Entry from the Open Molecules 2025 dataset: a 3-piece molecular cluster, C5H14N2O2 overall at a distorted geometry (ωB97M-V/def2-TZVPD).

E in eV: -12480.787
Orbital gap in eV: 6.8190
HOMO level in eV: -7.82
ΔE to the lowest compared entry with this formula, charge and spin in kJ/mol: 727.57

Each line ends with the Löwdin charge.
Positions of all 23 atoms, in Å:
C (0.76, -0.70, 1.77)  -0.07
N (-0.44, 0.03, 1.40)  -0.25
C (-1.62, -0.24, 2.07)  -0.20
C (-1.91, -1.32, 2.80)  -0.01
O (-0.18, 1.43, 1.37)  -0.05
H (-0.08, 1.63, 0.41)  0.04
H (-2.35, 0.54, 1.92)  0.11
H (0.59, -1.76, 1.61)  0.08
H (1.04, -0.53, 2.82)  0.09
H (1.57, -0.37, 1.12)  0.07
H (-1.20, -2.11, 3.00)  0.03
H (-2.91, -1.45, 3.19)  0.04
C (1.77, 0.31, -2.73)  -0.11
C (-0.33, -0.37, -1.82)  -0.15
N (0.93, 0.12, -1.58)  -0.02
O (0.08, 1.93, -1.37)  -0.24
H (0.38, 2.85, -1.42)  0.04
H (1.22, 0.61, -3.63)  0.09
H (2.56, 1.02, -2.50)  0.09
H (-0.85, 0.69, -1.64)  0.13
H (-0.69, -1.02, -1.03)  0.09
H (-0.59, -0.63, -2.85)  0.10
H (2.24, -0.66, -2.91)  0.11

No. 3
Entry from the Open Molecules 2025 dataset: a 3-piece molecular cluster, C16H50BN6O5P3 overall at a distorted geometry (ωB97M-V/def2-TZVPD).

E in eV: -65118.204
Orbital gap in eV: 6.6420
HOMO level in eV: -7.12
SMILES: CN(C)P(=O)(N(C)C)N(C)C.CN(C)P(=O)(N(C)C)N(C)C.OCCCC[PH3]B(O)O

Each line ends with the Löwdin charge.
Positions of all 81 atoms, in Å:
O (-1.25, 2.09, 5.97)  -0.09
C (-1.53, 1.22, 4.88)  -0.28
C (-0.83, 1.71, 3.62)  -0.18
C (0.71, 1.52, 3.73)  -0.27
C (1.52, 2.83, 3.48)  -0.41
P (2.08, 3.51, 5.17)  0.78
B (2.51, 4.11, 7.02)  -0.72
O (3.24, 3.27, 7.85)  0.07
O (2.05, 5.34, 7.48)  0.08
H (-2.04, 2.16, 6.52)  0.08
H (-2.60, 1.19, 4.65)  0.11
H (-1.24, 0.19, 5.11)  0.12
H (-1.02, 2.79, 3.58)  0.10
H (-1.19, 1.17, 2.75)  0.10
H (1.10, 0.74, 3.09)  0.09
H (0.91, 1.24, 4.77)  0.06
H (0.88, 3.55, 2.98)  0.06
H (2.37, 2.65, 2.81)  0.06
H (2.68, 2.23, 5.48)  0.01
H (0.70, 3.86, 5.41)  0.01
H (2.90, 4.53, 4.57)  0.01
H (2.62, 2.61, 8.19)  0.10
H (1.09, 5.25, 7.56)  0.09
O (-2.64, -2.99, 2.48)  -0.29
P (-1.99, -3.57, 1.26)  0.69
N (-0.51, -4.12, 1.92)  -0.34
C (0.78, -3.47, 1.92)  -0.13
C (-0.61, -5.23, 2.84)  -0.13
N (-2.00, -2.13, 0.29)  -0.30
C (-0.82, -1.41, -0.15)  -0.13
C (-3.06, -1.18, 0.61)  -0.15
N (-1.78, -4.55, -0.12)  -0.33
C (-0.53, -4.96, -0.73)  -0.11
C (-2.95, -4.69, -0.98)  -0.13
H (1.57, -4.22, 1.77)  0.08
H (0.99, -2.95, 2.87)  0.08
H (0.90, -2.75, 1.11)  0.05
H (-0.63, -6.19, 2.30)  0.07
H (-1.52, -5.17, 3.45)  0.07
H (0.23, -5.26, 3.53)  0.08
H (-0.18, -1.10, 0.69)  0.07
H (-1.09, -0.49, -0.68)  0.06
H (-0.23, -1.97, -0.87)  0.06
H (-2.79, -0.53, 1.45)  0.07
H (-3.99, -1.69, 0.87)  0.07
H (-3.28, -0.55, -0.26)  0.08
H (0.19, -4.15, -0.85)  0.07
H (-0.72, -5.37, -1.73)  0.08
H (-0.04, -5.75, -0.16)  0.08
H (-2.99, -3.90, -1.75)  0.08
H (-3.87, -4.64, -0.39)  0.07
H (-2.96, -5.66, -1.48)  0.08
O (-0.50, 1.00, -2.73)  -0.28
P (0.06, 0.89, -4.14)  0.74
N (1.71, 0.82, -3.63)  -0.36
C (2.67, 1.90, -3.47)  -0.13
C (2.12, -0.41, -2.99)  -0.12
N (-0.57, 2.38, -4.74)  -0.31
C (0.21, 3.58, -4.99)  -0.13
C (-1.88, 2.76, -4.20)  -0.15
N (0.64, 0.43, -5.70)  -0.32
C (1.92, 0.72, -6.29)  -0.11
C (-0.39, 0.04, -6.66)  -0.13
H (3.66, 1.56, -3.80)  0.08
H (2.75, 2.24, -2.43)  0.09
H (2.43, 2.76, -4.09)  0.04
H (2.41, -1.17, -3.74)  0.07
H (1.32, -0.84, -2.38)  0.05
H (2.97, -0.26, -2.32)  0.08
H (0.76, 3.92, -4.11)  0.08
H (-0.45, 4.40, -5.29)  0.08
H (0.89, 3.46, -5.84)  0.07
H (-1.80, 3.26, -3.23)  0.08
H (-2.51, 1.89, -4.07)  0.07
H (-2.39, 3.42, -4.89)  0.08
H (2.24, 1.76, -6.17)  0.06
H (1.89, 0.52, -7.36)  0.09
H (2.71, 0.09, -5.88)  0.08
H (-0.77, 0.90, -7.22)  0.08
H (-1.24, -0.43, -6.14)  0.07
H (-0.01, -0.70, -7.36)  0.08

Please write out number 1 again, unchanged.
Entry from the Open Molecules 2025 dataset: C28H23LuN4 as an isolated structure (ωB97M-V/def2-TZVPD).

E in eV: -68980.659
Orbital gap in eV: 7.3665
HOMO level in eV: -13.92
ΔE to the lowest compared entry with this formula, charge and spin in kJ/mol: 12.05
Net charge: +2

Each line ends with the Löwdin charge.
Positions of all 56 atoms, in Å:
Lu (0.42, -0.61, -0.17)  1.74
C (3.27, 0.65, -1.63)  -0.02
C (3.48, 0.76, -0.15)  -0.29
C (4.60, 1.38, 0.38)  0.02
C (4.74, 1.47, 1.75)  0.01
C (3.75, 0.95, 2.57)  0.02
C (2.66, 0.34, 2.00)  -0.19
N (2.53, 0.25, 0.65)  0.02
C (1.54, -0.20, 2.82)  -0.18
C (1.50, -0.05, 4.19)  0.03
C (0.42, -0.56, 4.89)  0.02
C (-0.61, -1.18, 4.20)  0.03
C (-0.53, -1.28, 2.83)  -0.19
N (0.54, -0.81, 2.16)  0.02
C (-1.62, -1.88, 2.01)  -0.19
C (-2.77, -2.37, 2.59)  0.02
C (-3.77, -2.90, 1.78)  0.01
C (-3.59, -2.91, 0.41)  0.02
C (-2.42, -2.40, -0.12)  -0.29
C (-2.19, -2.38, -1.60)  -0.01
N (-1.45, -1.90, 0.67)  0.03
H (4.13, 1.01, -2.18)  0.10
H (2.40, 1.23, -1.93)  0.08
H (3.11, -0.40, -1.92)  0.08
H (5.35, 1.78, -0.29)  0.13
H (5.61, 1.95, 2.18)  0.13
H (3.86, 1.02, 3.64)  0.12
H (2.29, 0.45, 4.73)  0.12
H (0.37, -0.47, 5.97)  0.14
H (-1.46, -1.56, 4.75)  0.12
H (-2.91, -2.37, 3.66)  0.12
H (-4.68, -3.29, 2.22)  0.13
H (-4.35, -3.31, -0.25)  0.13
H (-2.89, -3.03, -2.11)  0.10
H (-1.18, -2.73, -1.85)  0.07
H (-2.32, -1.37, -1.99)  0.09
C (0.54, -0.78, -4.79)  -0.03
C (-0.16, 0.37, -5.14)  0.00
C (-0.69, 1.17, -4.14)  0.02
C (-0.52, 0.83, -2.80)  -0.23
N (0.17, -0.28, -2.48)  -0.08
C (0.68, -1.06, -3.46)  -0.15
C (-1.08, 1.64, -1.68)  -0.22
C (-1.91, 2.73, -1.93)  -0.02
C (-2.44, 3.47, -0.88)  -0.05
C (-2.13, 3.12, 0.43)  -0.06
C (-1.30, 2.04, 0.68)  -0.13
C (-0.76, 1.28, -0.36)  -0.24
H (0.96, -1.43, -5.54)  0.12
H (-0.29, 0.65, -6.18)  0.13
H (-1.22, 2.07, -4.41)  0.12
H (1.22, -1.94, -3.15)  0.12
H (-2.18, 3.02, -2.94)  0.11
H (-3.08, 4.31, -1.08)  0.12
H (-2.55, 3.70, 1.26)  0.11
H (-1.08, 1.79, 1.71)  0.08

Question: Which of these has the lowest orbital gap?
Answer: C16H50BN6O5P3

Question: What is the formula in the second record?
Answer: C5H14N2O2

Question: Among the records above, which one has the highest HOMO level?
Answer: C16H50BN6O5P3